34
Properties=species:S:1:pos:R:3 method="wB97M-V/def2-TZVPD" de_lowest_kj_mol=103.58 homo_energy_ev=-0.7 lumo_ev=4.76 total_charge=-2
Pd 1.3008 -0.2926 -0.4902
C -0.5358 4.3362 -1.5382
C 0.1910 3.0338 -1.7114
C 1.3659 2.7802 -1.0070
C 2.0992 1.6240 -1.2624
C 1.5421 0.7335 -2.2260
Br 2.7984 -0.4713 -3.1446
N 0.4322 0.9718 -2.9072
C -0.2316 2.0795 -2.6314
H 0.1486 5.1735 -1.6975
H -0.9463 4.4253 -0.5321
H -1.3509 4.4222 -2.2540
H 1.7210 3.5031 -0.2800
H 3.1314 1.5171 -0.9242
H -1.1393 2.2185 -3.2073
S -1.4137 -0.4031 0.0256
C -1.2807 -1.9453 -0.7271
S 0.2625 -2.6095 -1.0924
C -2.4209 -2.7210 -0.9878
C -3.6881 -2.4165 -0.5044
N -4.7582 -2.2540 -0.0937
C -2.3690 -3.9046 -1.7220
N -2.4145 -4.8796 -2.3432
S 3.0602 0.0362 1.7126
C 1.8612 -0.7314 2.5735
N 0.9348 -1.4558 1.8626
C -0.1432 -1.9728 2.4469
C -0.3108 -1.8312 3.8085
C 0.7105 -1.1620 4.4924
N 1.7713 -0.6501 3.9101
H 1.0272 -1.4064 0.7559
H -0.8576 -2.4804 1.8155
H -1.1789 -2.2272 4.3088
H 0.6813 -1.0397 5.5705